A cluster of 8 separate species, C19H59N10O8 in total at a distorted geometry. Source: the Open Molecules 2025 dataset; level of theory: ωB97M-V/def2-TZVPD.

Cartesian coordinates (Å):
O: -0.911 -1.024 1.459
H: -0.280 -0.360 1.744
H: -0.586 -1.896 1.221
H: -1.529 -0.666 0.818
C: -1.461 2.064 6.695
O: -0.632 2.941 6.737
N: -2.604 2.118 7.328
N: -1.335 1.055 5.878
H: -2.646 2.690 8.159
H: -3.246 1.341 7.269
H: -2.069 0.361 5.879
H: -0.587 0.906 5.216
C: 2.326 3.266 2.784
O: 1.676 2.211 2.763
N: 2.066 4.339 3.461
N: 3.262 3.485 1.887
H: 2.780 5.053 3.462
H: 1.357 4.203 4.168
H: 3.559 2.692 1.336
H: 3.798 4.337 1.966
C: 2.633 0.124 -2.027
O: 1.519 0.403 -1.633
N: 3.549 0.961 -2.346
N: 3.021 -1.113 -2.126
H: 4.383 0.677 -2.838
H: 3.355 1.920 -2.094
H: 2.299 -1.788 -2.333
H: 3.963 -1.372 -2.384
C: -1.987 -5.710 0.980
C: -2.504 -5.029 -0.247
C: -3.894 -4.282 -0.088
O: -3.888 -3.393 1.046
C: -5.109 -2.717 1.234
N: -1.423 -4.137 -0.680
H: -2.606 -6.455 1.481
H: -1.695 -4.990 1.745
H: -1.065 -6.223 0.709
H: -2.633 -5.793 -1.014
H: -4.678 -5.005 0.135
H: -4.172 -3.746 -0.995
H: -5.764 -2.697 0.363
H: -4.873 -1.678 1.463
H: -5.658 -3.041 2.118
H: -0.685 -4.741 -1.011
H: -1.657 -3.550 -1.468
C: -0.835 -1.287 -7.127
C: -0.269 -0.434 -5.974
C: -0.334 1.124 -6.261
O: 0.425 1.544 -7.388
C: 1.782 1.738 -7.171
N: -0.939 -0.911 -4.809
H: -0.871 -2.369 -7.002
H: -0.169 -1.183 -7.983
H: -1.827 -0.963 -7.443
H: 0.799 -0.648 -5.986
H: 0.094 1.643 -5.404
H: -1.349 1.401 -6.548
H: 2.282 2.319 -7.946
H: 2.342 0.807 -7.084
H: 2.004 2.336 -6.288
H: -1.910 -0.690 -4.975
H: -0.582 -0.361 -4.041
C: -2.895 3.186 1.165
C: -3.390 3.008 -0.255
C: -3.101 4.291 -1.080
O: -3.800 4.091 -2.345
C: -3.208 4.813 -3.412
N: -2.717 1.826 -0.723
H: -3.333 4.082 1.606
H: -1.812 3.305 1.198
H: -3.204 2.308 1.732
H: -4.447 2.755 -0.171
H: -2.026 4.466 -1.093
H: -3.632 5.054 -0.511
H: -3.707 4.685 -4.372
H: -2.133 4.658 -3.315
H: -3.278 5.890 -3.260
H: -1.780 2.098 -0.984
H: -3.196 1.822 -1.612
C: 5.399 -0.360 4.095
C: 5.331 -1.792 3.581
C: 4.191 -2.020 2.543
O: 2.882 -2.042 3.165
C: 2.625 -3.152 4.016
N: 6.616 -2.157 3.029
H: 5.467 0.423 3.340
H: 6.272 -0.084 4.687
H: 4.444 -0.234 4.604
H: 5.273 -2.413 4.475
H: 4.334 -2.848 1.850
H: 4.255 -1.102 1.958
H: 1.601 -2.847 4.228
H: 3.133 -3.099 4.979
H: 2.594 -4.051 3.400
H: 6.364 -2.884 2.375
H: 6.866 -1.487 2.315

Its total energy is -1908.44060 hartree. The total charge is +1. The calculation puts the lowest unoccupied orbital energy at -0.111 hartree.

Löwdin population analysis, charges in e, atoms 1 to 8: 0.37 0.18 0.17 0.17 -0.80 0.03 0.17 0.16

A cluster of 11 separate species, C19H60N2O11 in total at a distorted geometry. Source: the Open Molecules 2025 dataset; level of theory: ωB97M-V/def2-TZVPD.

Cartesian coordinates (Å):
C: 0.032 3.116 1.641
C: -0.984 4.209 1.478
O: -0.596 5.158 0.526
H: -0.314 2.307 2.199
H: 0.829 3.648 2.090
H: 0.529 2.821 0.716
H: -1.051 4.652 2.474
H: -2.009 3.866 1.208
H: -0.967 5.902 0.992
C: -3.725 -1.440 1.028
C: -3.500 -0.024 1.302
O: -3.772 0.435 2.581
H: -4.762 -1.703 0.993
H: -3.275 -2.064 1.763
H: -3.321 -1.781 0.085
H: -4.181 0.591 0.737
H: -2.455 0.288 1.032
H: -3.980 1.367 2.648
C: -3.937 -0.811 -2.376
C: -3.584 -0.354 -3.799
O: -3.035 -1.535 -4.469
H: -2.909 -1.012 -1.936
H: -4.436 -1.707 -2.307
H: -4.560 -0.104 -1.777
H: -2.925 0.547 -3.800
H: -4.489 0.053 -4.265
H: -2.599 -1.193 -5.264
C: 1.868 3.717 -1.682
C: 2.759 2.615 -1.055
O: 4.155 2.860 -1.213
H: 1.904 4.798 -1.291
H: 0.833 3.296 -1.509
H: 1.874 3.740 -2.732
H: 2.514 1.673 -1.556
H: 2.615 2.479 0.030
H: 4.465 2.017 -1.473
C: 0.317 -1.534 -3.749
C: 0.224 -0.024 -3.485
O: -0.302 0.740 -4.566
H: 0.918 -1.914 -4.572
H: -0.709 -1.837 -3.936
H: 0.656 -1.941 -2.763
H: 1.183 0.393 -3.140
H: -0.663 0.095 -2.781
H: -0.621 1.523 -4.156
C: 3.177 -1.036 -1.151
C: 4.641 -1.047 -1.025
O: 4.943 0.277 -0.488
H: 2.717 -0.773 -0.264
H: 2.909 -2.001 -1.552
H: 2.789 -0.403 -1.964
H: 5.082 -1.386 -1.916
H: 4.732 -1.828 -0.291
H: 5.787 0.192 -0.081
C: -0.854 -0.778 5.407
C: -1.063 0.312 4.434
O: -1.076 -0.290 3.189
H: 0.188 -1.099 5.246
H: -1.542 -1.573 5.138
H: -1.239 -0.541 6.404
H: -0.285 1.078 4.422
H: -2.125 0.714 4.696
H: -2.007 -0.562 3.107
C: 2.482 -3.969 0.662
C: 1.516 -4.652 -0.321
O: 0.325 -4.909 0.382
H: 3.365 -3.551 0.089
H: 2.921 -4.687 1.445
H: 2.151 -3.110 1.136
H: 2.033 -5.521 -0.879
H: 1.401 -3.981 -1.153
H: -0.379 -5.045 -0.273
C: 2.268 -0.454 2.623
O: 1.850 0.675 1.951
N: 3.442 -0.998 2.645
N: 1.338 -1.206 3.206
H: 4.218 -0.520 2.096
H: 3.484 -1.961 2.940
H: 0.366 -0.902 3.009
H: 1.533 -2.061 3.725
C: -0.143 -1.027 -0.140
O: -0.143 0.395 0.033
H: 0.730 -1.278 -0.769
H: -1.072 -1.469 -0.523
H: 0.114 -1.559 0.784
H: 0.478 0.497 0.707
C: -2.821 2.564 -1.121
O: -1.726 1.802 -1.630
H: -3.706 2.580 -1.696
H: -2.511 3.550 -1.143
H: -2.952 2.238 -0.105
H: -1.351 1.372 -0.864

Its total energy is -1696.82110 hartree. The calculation puts the energy above the lowest of the compared OMol25 structures with the same formula, charge and spin at 1.3313 eV. As for the SMILES: NC(N)=O.CCO.CCO.CCO.CCO.CCO.CCO.CCO.CCO.CO.CO. The calculation puts the lowest unoccupied orbital energy at 0.011 hartree.

Löwdin population analysis, charges in e, atoms 1 to 8: -0.07 -0.34 -0.05 0.04 0.08 0.05 0.11 0.10

A cluster of 10 separate species, C19H61N17O10 in total at a distorted geometry. Source: the Open Molecules 2025 dataset; level of theory: ωB97M-V/def2-TZVPD.

Cartesian coordinates (Å):
C: -3.328 -3.510 -2.677
O: -3.948 -4.320 -3.355
N: -2.231 -3.828 -1.923
N: -3.733 -2.207 -2.516
H: -1.904 -4.776 -1.946
H: -1.646 -3.051 -1.564
H: -3.320 -1.525 -1.909
H: -4.603 -1.961 -2.953
C: -0.113 -0.320 5.583
O: -1.150 -0.912 5.862
N: 1.104 -0.867 5.230
N: -0.055 1.049 5.545
H: 1.279 -1.850 5.170
H: 1.847 -0.189 5.061
H: 0.757 1.426 5.107
H: -0.751 1.678 5.918
C: 0.864 -3.494 -5.240
O: 2.043 -3.712 -4.957
N: 0.140 -4.286 -6.096
N: 0.162 -2.529 -4.590
H: 0.527 -5.131 -6.471
H: -0.706 -3.947 -6.518
H: -0.774 -2.294 -4.852
H: 0.667 -2.096 -3.829
C: 3.136 -2.243 -1.943
O: 2.154 -1.528 -2.208
N: 3.701 -3.161 -2.763
N: 3.866 -1.966 -0.787
H: 4.306 -3.825 -2.313
H: 3.286 -3.408 -3.668
H: 3.441 -1.164 -0.344
H: 4.869 -1.992 -0.811
C: -3.541 1.887 6.230
O: -2.497 2.472 6.497
N: -3.769 1.327 4.999
N: -4.626 1.917 7.066
H: -4.585 0.785 4.790
H: -2.918 1.147 4.495
H: -5.490 1.613 6.655
H: -4.637 2.338 7.972
C: 2.523 2.359 4.076
O: 2.926 1.328 4.635
N: 1.485 2.270 3.193
N: 2.906 3.601 4.464
H: 1.269 1.339 2.875
H: 1.065 3.073 2.767
H: 3.598 3.702 5.181
H: 2.498 4.398 4.011
C: 1.141 -7.242 -1.286
O: 1.653 -6.403 -0.568
N: 0.869 -6.964 -2.600
N: 0.616 -8.428 -0.817
H: 0.509 -7.672 -3.211
H: 1.334 -6.144 -2.952
H: -0.008 -8.915 -1.435
H: 1.020 -8.930 -0.052
C: 0.507 -3.618 0.432
C: -0.336 -2.331 0.469
C: 0.199 -1.337 1.475
O: -0.659 -0.257 1.728
C: -2.014 -0.453 2.068
N: -0.523 -1.756 -0.878
H: 0.377 -4.181 1.361
H: 1.565 -3.349 0.370
H: 0.184 -4.326 -0.325
H: -1.287 -2.780 0.785
H: 1.176 -0.934 1.210
H: 0.280 -1.915 2.410
H: -2.376 0.418 2.605
H: -2.215 -1.326 2.698
H: -2.554 -0.593 1.125
H: 0.326 -1.631 -1.439
H: -0.834 -0.805 -0.670
C: 4.124 4.456 -1.515
C: 2.968 4.566 -0.534
C: 2.607 3.247 0.137
O: 2.223 2.294 -0.799
C: 0.868 1.957 -0.928
N: 3.162 5.628 0.470
H: 5.074 4.207 -1.022
H: 4.301 5.382 -2.063
H: 3.991 3.632 -2.220
H: 2.079 4.822 -1.126
H: 1.805 3.529 0.832
H: 3.439 2.878 0.751
H: 0.736 1.197 -1.694
H: 0.186 2.797 -1.082
H: 0.492 1.494 0.003
H: 3.817 5.203 1.132
H: 3.692 6.402 0.084
C: -3.226 5.631 -1.325
C: -2.153 4.614 -1.652
C: -2.734 3.297 -2.184
O: -1.668 2.568 -2.715
C: -1.944 1.424 -3.470
N: -1.274 5.267 -2.653
H: -3.986 5.314 -0.606
H: -3.777 5.969 -2.211
H: -2.782 6.551 -0.941
H: -1.602 4.416 -0.729
H: -3.585 3.528 -2.837
H: -3.160 2.746 -1.331
H: -2.011 0.569 -2.775
H: -1.133 1.178 -4.153
H: -2.895 1.364 -4.009
H: -0.753 4.533 -3.127
H: -1.929 5.594 -3.362

Its total energy is -2444.00559 hartree. The calculation puts the energy above the lowest of the compared OMol25 structures with the same formula, charge and spin at 2.0073 eV. As for the SMILES: COC[C@H](C)N.COC[C@H](C)N.COC[C@H](C)N.NC(N)=O.NC(N)=O.NC(N)=O.NC(N)=O.NC(N)=O.NC(N)=O.NC(N)=O. The calculation puts the lowest unoccupied orbital energy at 0.015 hartree.

Löwdin population analysis, charges in e, atoms 1 to 8: -0.69 0.00 0.15 0.14 0.09 0.03 0.07 0.09

A cluster of 10 separate species, C19H61N17O10 in total at a distorted geometry. Source: the Open Molecules 2025 dataset; level of theory: ωB97M-V/def2-TZVPD.

Cartesian coordinates (Å):
C: 13.903 7.402 5.959
C: 15.056 7.842 5.140
C: 16.038 8.767 5.882
O: 15.449 10.030 6.093
C: 16.261 11.033 6.759
N: 15.879 6.690 4.675
H: 13.189 6.867 5.316
H: 13.446 8.280 6.302
H: 14.249 6.858 6.809
H: 14.809 8.448 4.283
H: 17.008 8.823 5.324
H: 16.298 8.340 6.839
H: 15.822 11.308 7.708
H: 16.373 11.895 6.081
H: 17.277 10.680 6.932
H: 16.338 6.300 5.504
H: 15.330 6.005 4.256
C: 15.727 6.289 16.454
C: 16.822 7.206 15.981
C: 17.959 7.302 16.995
O: 18.931 8.342 16.814
C: 20.174 7.935 16.291
N: 17.348 6.905 14.522
H: 15.113 6.045 15.549
H: 15.021 6.739 17.197
H: 15.977 5.259 16.811
H: 16.360 8.177 15.806
H: 18.558 6.364 17.045
H: 17.495 7.453 18.038
H: 20.022 7.078 15.637
H: 20.838 7.650 17.115
H: 20.640 8.651 15.696
H: 17.853 7.697 14.213
H: 17.881 6.072 14.470
C: 19.700 7.184 12.184
C: 19.854 7.691 10.746
C: 20.202 6.505 9.780
O: 20.162 6.964 8.393
C: 21.304 6.425 7.653
N: 18.637 8.306 10.290
H: 19.400 7.955 12.853
H: 20.646 6.808 12.479
H: 18.962 6.357 12.164
H: 20.692 8.378 10.732
H: 19.404 5.747 9.962
H: 21.226 6.117 9.947
H: 21.169 6.802 6.647
H: 21.405 5.359 7.632
H: 22.258 6.786 8.095
H: 18.850 8.756 9.385
H: 18.433 9.023 10.962
C: 18.212 10.680 13.273
O: 19.374 11.085 13.236
N: 17.365 10.761 12.192
N: 17.711 10.039 14.325
H: 16.367 10.603 12.354
H: 17.680 11.240 11.399
H: 18.248 9.959 15.178
H: 16.781 9.624 14.348
C: 16.386 5.608 8.268
O: 15.555 4.656 8.069
N: 16.128 6.486 9.252
N: 17.534 5.649 7.587
H: 16.829 7.097 9.593
H: 15.280 6.303 9.798
H: 18.230 6.309 7.723
H: 17.646 4.843 6.979
C: 12.466 6.012 9.902
O: 13.269 6.841 10.449
N: 12.860 4.840 9.299
N: 11.188 6.371 9.728
H: 12.117 4.588 8.480
H: 13.877 4.647 9.080
H: 10.472 5.771 9.403
H: 10.863 6.987 10.464
C: 9.703 6.036 13.052
O: 8.850 5.132 12.838
N: 9.749 7.272 12.479
N: 10.818 5.908 13.995
H: 10.430 7.908 12.868
H: 9.064 7.511 11.832
H: 11.055 4.997 14.296
H: 11.682 6.385 13.669
C: 8.187 9.839 7.706
O: 7.065 9.745 8.189
N: 8.538 10.625 6.607
N: 9.270 9.198 8.238
H: 9.493 10.936 6.555
H: 7.897 11.389 6.434
H: 8.882 8.513 8.869
H: 10.048 8.935 7.714
C: 14.109 8.596 12.995
O: 14.809 9.541 13.343
N: 14.563 7.282 13.040
N: 12.835 8.756 12.481
H: 14.277 6.745 12.249
H: 15.637 7.243 13.206
H: 12.767 9.746 12.335
H: 12.777 8.269 11.583
C: 6.830 7.282 10.784
O: 7.801 6.894 10.115
N: 5.910 8.207 10.359
N: 6.671 6.759 12.104
H: 6.178 8.567 9.445
H: 5.662 8.962 10.989
H: 7.426 6.149 12.395
H: 5.803 6.844 12.607

Its total energy is -2444.01173 hartree. The calculation puts the energy above the lowest of the compared OMol25 structures with the same formula, charge and spin at 1.8403 eV. As for the SMILES: COC[C@H](C)N.COC[C@H](C)N.COC[C@H](C)N.NC(N)=O.NC(N)=O.NC(N)=O.NC(N)=O.NC(N)=O.NC(N)=O.NC(N)=O. The calculation puts the lowest unoccupied orbital energy at 0.011 hartree.

Löwdin population analysis, charges in e, atoms 1 to 8: -0.05 -0.42 -0.23 -0.19 -0.07 0.05 0.09 0.06